[1]
Molecular formula: C23H28Br2LiN5OSSi2
Method: DFT, ωB97M-V with the def2-TZVPD basis set

Properties
Molar mass = 645.50 g mol⁻¹
Net charge = 0
Calculated total energy = -200688.520 eV
Lowest unoccupied orbital energy = -0.5 eV
HOMO-LUMO gap = 6.4 eV
HOMO level = -6.97 eV
2S+1 = 1

Positions of all 63 atoms, in Å:
Li 1.348 0.579 0.971
Br 5.452 -4.378 2.829
C 4.275 -3.034 2.224
C 3.306 -3.325 1.284
C 2.481 -2.289 0.877
N 2.574 -1.050 1.339
C 3.498 -0.785 2.267
C 4.383 -1.752 2.732
C 3.517 0.608 2.789
C 4.219 0.950 3.941
C 4.174 2.264 4.367
Br 5.106 2.773 5.925
C 3.443 3.198 3.657
C 2.765 2.753 2.534
N 2.792 1.499 2.109
H 3.191 -4.318 0.876
H 1.700 -2.473 0.152
H 5.145 -1.526 3.461
H 4.771 0.217 4.508
H 3.387 4.230 3.967
H 2.158 3.441 1.957
C -2.908 2.604 -1.222
Si -1.529 1.772 -2.190
C -0.456 3.132 -2.914
C -2.166 0.583 -3.505
C -3.052 0.891 -4.533
C -3.437 -0.075 -5.454
C -2.936 -1.365 -5.354
C -2.047 -1.685 -4.337
C -1.655 -0.727 -3.407
Si -0.420 -0.955 -2.009
C -0.829 -2.363 -0.825
C 1.331 -1.221 -2.655
H -3.286 3.498 -1.719
H -2.528 2.905 -0.242
H -3.746 1.921 -1.075
H -1.042 3.851 -3.489
H 0.312 2.713 -3.566
H 0.046 3.676 -2.111
H -3.454 1.895 -4.625
H -4.128 0.178 -6.248
H -3.237 -2.119 -6.070
H -1.660 -2.697 -4.275
H -0.369 -3.311 -1.105
H -1.908 -2.521 -0.770
H -0.482 -2.103 0.181
H 1.587 -2.271 -2.802
H 2.047 -0.786 -1.954
H 1.463 -0.701 -3.605
O 0.115 0.929 -0.143
N -0.625 0.600 -1.300
S 0.047 -0.113 3.453
C -1.505 -0.219 2.808
N -1.904 0.175 1.619
C -3.302 -0.174 1.387
C -3.802 -0.579 2.790
N -2.544 -0.768 3.491
H -1.198 0.386 0.851
H -3.378 -0.998 0.671
H -3.854 0.676 0.988
H -4.393 -1.495 2.772
H -4.402 0.213 3.250
H -2.451 -0.936 4.476

[2]
Molecular formula: C23H28Br9F15O10
Method: DFT, ωB97M-V with the def2-TZVPD basis set

Properties
Molar mass = 1468.57 g mol⁻¹
Net charge = 0
Calculated total energy = -715922.715 eV
Lowest unoccupied orbital energy = -1.0 eV
HOMO-LUMO gap = 9.6 eV
HOMO level = -10.65 eV
2S+1 = 1

Positions of all 85 atoms, in Å:
C 4.561 -0.822 0.557
Br 6.293 -1.100 -0.413
Br 4.978 0.046 2.283
Br 3.486 -2.455 0.868
H 3.994 -0.141 -0.077
C -1.230 -2.559 3.577
Br 0.697 -2.858 3.405
Br -2.290 -4.045 2.841
Br -1.776 -0.848 2.698
H -1.337 -2.424 4.653
C 0.452 0.020 0.054
Br 1.549 -0.431 -1.473
Br -0.932 1.258 -0.619
Br 1.376 0.613 1.723
H -0.116 -0.878 0.296
C -4.546 -0.077 0.416
C -5.756 0.642 -0.148
O -6.046 0.173 -1.429
C -6.659 -1.017 -1.658
O -6.934 -1.822 -0.808
C -7.089 -1.100 -3.146
F -6.153 -1.852 -3.737
F -8.271 -1.733 -3.270
F -7.084 0.135 -3.648
H -4.737 -1.148 0.468
H -4.335 0.189 1.452
H -3.621 0.186 -0.097
H -5.564 1.700 -0.327
H -6.646 0.514 0.469
C -2.162 0.449 -4.199
C -3.251 -0.227 -5.009
O -2.857 -0.186 -6.336
C -3.628 -0.737 -7.270
O -4.771 -1.164 -7.097
C -3.042 -0.802 -8.668
F -3.727 -0.040 -9.488
F -1.730 -0.316 -8.652
F -3.020 -2.051 -9.066
H -1.242 -0.108 -4.377
H -2.302 0.468 -3.118
H -1.931 1.473 -4.492
H -4.130 0.404 -4.882
H -3.479 -1.206 -4.586
C 0.436 -3.867 -0.239
C 0.928 -5.108 -0.888
O 2.331 -5.155 -1.129
C 2.920 -4.286 -2.047
O 2.357 -3.453 -2.753
C 4.461 -4.599 -2.273
F 4.895 -5.738 -1.745
F 4.801 -4.717 -3.572
F 5.147 -3.628 -1.712
H 0.653 -3.924 0.827
H -0.654 -3.845 -0.219
H 0.827 -2.913 -0.592
H 0.341 -4.945 -1.792
H 0.459 -6.030 -0.543
C 3.362 2.967 -1.116
C 2.236 3.817 -0.657
O 2.718 5.110 -0.339
C 1.825 6.145 -0.194
O 0.569 6.008 -0.388
C 2.507 7.429 0.238
F 3.803 7.295 0.539
F 2.385 8.397 -0.674
F 1.783 7.845 1.303
H 3.015 1.974 -1.403
H 3.966 2.687 -0.252
H 3.840 3.453 -1.966
H 1.811 3.367 0.240
H 1.461 3.908 -1.418
C 2.127 1.779 5.434
C 2.384 0.783 6.578
O 2.895 1.443 7.731
C 3.149 0.740 8.862
O 2.857 -0.445 8.945
C 3.784 1.567 10.020
F 4.512 0.672 10.693
F 4.504 2.524 9.482
F 2.797 2.065 10.863
H 1.638 1.274 4.601
H 3.045 2.254 5.090
H 1.496 2.604 5.764
H 3.179 0.147 6.189
H 1.455 0.278 6.842

[3]
Molecular formula: C23H28Cl45NO3
Method: DFT, ωB97M-V with the def2-TZVPD basis set

Properties
Molar mass = 1961.87 g mol⁻¹
Net charge = 0
Calculated total energy = -595445.757 eV
Lowest unoccupied orbital energy = 0.2 eV
HOMO-LUMO gap = 9.6 eV
HOMO level = -9.43 eV
2S+1 = 1

Positions of all 100 atoms, in Å:
O 5.969 -1.122 1.427
C 6.219 -0.715 0.308
O 6.966 -1.466 -0.573
C 5.716 0.592 -0.235
C 4.594 0.322 -1.272
C 3.285 1.046 -0.891
C 2.383 0.081 -0.118
C 1.508 -0.716 -1.069
C 0.637 -1.480 -0.058
N 0.283 -0.393 0.867
C 1.265 0.656 0.731
O 1.151 1.763 1.219
H 7.822 -1.058 -0.718
H 5.357 1.189 0.593
H 6.526 1.114 -0.737
H 4.908 0.571 -2.276
H 4.401 -0.749 -1.250
H 3.523 1.932 -0.312
H 2.812 1.358 -1.817
H 3.014 -0.535 0.522
H 2.046 -1.299 -1.808
H 0.814 -0.066 -1.601
H -0.213 -2.001 -0.479
H 1.316 -2.186 0.424
H 0.368 -0.685 1.835
C 1.137 -3.379 3.851
Cl 2.191 -3.298 2.434
Cl 0.697 -1.752 4.394
Cl -0.284 -4.359 3.509
H 1.690 -3.854 4.650
C 5.788 3.688 -3.437
Cl 6.117 3.348 -1.733
Cl 5.872 2.219 -4.413
Cl 4.219 4.467 -3.614
H 6.548 4.367 -3.797
C 0.464 -8.396 2.661
Cl -0.493 -9.692 3.384
Cl -0.570 -7.215 1.865
Cl 1.490 -7.631 3.882
H 1.110 -8.837 1.914
C -3.904 -2.735 2.729
Cl -2.361 -2.282 2.000
Cl -5.237 -2.450 1.612
Cl -3.890 -4.421 3.259
H -4.064 -2.107 3.602
C -2.032 -2.591 7.383
Cl -2.367 -2.482 5.660
Cl -3.489 -2.255 8.320
Cl -1.373 -4.188 7.764
H -1.288 -1.851 7.641
C -6.756 -0.868 5.356
Cl -5.261 -0.329 4.584
Cl -8.137 -0.608 4.293
Cl -6.624 -2.564 5.821
H -6.900 -0.280 6.251
C -5.392 -5.663 10.291
Cl -3.832 -5.308 9.536
Cl -6.730 -5.161 9.254
Cl -5.534 -7.367 10.736
H -5.451 -5.084 11.203
C -4.784 -8.836 6.356
Cl -6.291 -8.990 5.448
Cl -3.389 -9.050 5.295
Cl -4.700 -7.283 7.183
H -4.762 -9.616 7.104
C 2.709 8.511 -2.520
Cl 4.471 8.535 -2.620
Cl 2.034 10.073 -2.984
Cl 2.042 7.221 -3.522
H 2.436 8.313 -1.492
C 4.199 7.806 -7.214
Cl 4.901 9.216 -6.421
Cl 5.233 7.253 -8.536
Cl 3.908 6.507 -6.060
H 3.247 8.101 -7.636
C 0.898 4.678 -7.993
Cl -0.527 3.649 -8.144
Cl 0.848 5.586 -6.477
Cl 2.378 3.730 -8.110
H 0.883 5.390 -8.807
C -2.296 6.951 -7.721
Cl -1.225 7.406 -9.053
Cl -2.913 8.382 -6.905
Cl -3.618 5.939 -8.307
H -1.720 6.373 -7.010
C 2.560 -11.219 4.775
Cl 4.308 -10.978 4.778
Cl 2.095 -12.438 3.586
Cl 1.983 -11.658 6.382
H 2.094 -10.284 4.499
C -1.889 8.270 -2.605
Cl -2.280 9.879 -3.213
Cl -1.506 7.180 -3.938
Cl -0.560 8.347 -1.446
H -2.756 7.881 -2.091
C -7.112 4.759 -9.877
Cl -8.285 6.008 -9.459
Cl -7.702 3.162 -9.417
Cl -6.718 4.815 -11.595
H -6.206 4.953 -9.321

[4]
Molecular formula: C23H28ClN3O2
Method: DFT, ωB97M-V with the def2-TZVPD basis set

Properties
Molar mass = 413.95 g mol⁻¹
Net charge = 0
Calculated total energy = -45395.126 eV
Lowest unoccupied orbital energy = 0.6 eV
HOMO-LUMO gap = 9.7 eV
SMILES = Cc1ccc(N(C(=O)CCl)[C@H](C(=O)NC2CCCCC2)c2cccnc2)cc1C
HOMO level = -9.17 eV
2S+1 = 1

Positions of all 57 atoms, in Å:
C -0.893 -4.370 0.532
C -1.224 -2.965 0.137
C -1.588 -2.672 -1.171
C -1.904 -1.384 -1.559
C -1.856 -0.359 -0.625
C -1.477 -0.636 0.681
C -1.167 -1.929 1.076
C -0.787 -2.208 2.496
H 0.193 -2.680 2.549
H -1.506 -2.887 2.953
H -0.765 -1.290 3.078
H -1.438 0.164 1.405
N -2.166 0.973 -1.022
C -3.425 1.415 -1.247
O -3.671 2.521 -1.676
C -4.539 0.440 -0.886
H -5.494 0.876 -1.178
H -4.398 -0.537 -1.346
Cl -4.575 0.198 0.878
C -1.056 1.869 -1.334
C -0.605 2.684 -0.148
C -1.385 2.844 0.992
C -0.901 3.615 2.038
C 0.348 4.200 1.906
N 1.088 4.076 0.816
C 0.619 3.352 -0.181
H 1.252 3.298 -1.058
H 0.778 4.799 2.697
H -1.486 3.759 2.933
H -2.361 2.387 1.061
H -1.430 2.558 -2.106
C 0.073 1.032 -1.973
O 0.125 0.843 -3.168
N 0.939 0.511 -1.089
H 0.843 0.730 -0.111
C 2.095 -0.272 -1.475
C 2.190 -1.540 -0.625
C 2.542 -1.223 0.827
C 3.833 -0.414 0.908
C 3.715 0.874 0.098
C 3.379 0.558 -1.357
H 4.198 -0.010 -1.802
H 3.263 1.481 -1.927
H 2.944 1.516 0.530
H 4.656 1.425 0.141
H 4.059 -0.179 1.950
H 4.657 -1.012 0.513
H 1.729 -0.664 1.297
H 2.657 -2.157 1.382
H 1.241 -2.077 -0.673
H 2.965 -2.180 -1.050
H 1.931 -0.539 -2.525
H -2.172 -1.165 -2.582
H -1.625 -3.467 -1.901
H -1.560 -4.711 1.323
H -0.988 -5.042 -0.316
H 0.127 -4.432 0.912

[5]
Molecular formula: C23H28ClN3O3
Method: DFT, ωB97M-V with the def2-TZVPD basis set

Properties
Molar mass = 429.95 g mol⁻¹
Net charge = 0
Calculated total energy = -47441.645 eV
Lowest unoccupied orbital energy = 0.6 eV
HOMO-LUMO gap = 8.2 eV
SMILES = Cc1ccccc1OCC(=O)Nc1ccc(N2CCN(C(=O)C(C)C)CC2)c(Cl)c1
HOMO level = -7.66 eV
2S+1 = 1

Positions of all 58 atoms, in Å:
C 2.045 3.409 5.014
C 2.930 2.638 4.085
C 3.843 3.265 3.256
C 4.654 2.537 2.400
C 4.550 1.160 2.367
C 3.643 0.507 3.187
C 2.838 1.239 4.045
O 1.898 0.686 4.888
C 1.861 -0.713 5.018
C 1.302 -1.450 3.791
O 1.544 -2.621 3.593
N 0.519 -0.651 3.030
C -0.132 -0.943 1.829
C -0.106 -2.199 1.232
C -0.787 -2.416 0.055
C -1.518 -1.412 -0.597
C -1.488 -0.144 0.004
C -0.827 0.081 1.196
H -0.833 1.075 1.620
Cl -2.214 1.249 -0.737
N -2.165 -1.684 -1.779
C -3.457 -1.169 -2.151
H -4.147 -2.016 -2.276
C -3.333 -0.390 -3.479
N -2.246 -0.956 -4.245
C -1.231 -0.299 -4.869
O -0.318 -0.919 -5.380
C -1.324 1.220 -4.961
C -2.380 1.598 -6.003
H -3.360 1.210 -5.737
H -2.448 2.680 -6.090
H -2.100 1.192 -6.973
C 0.039 1.786 -5.353
H 0.779 1.547 -4.593
H -0.018 2.867 -5.462
H 0.367 1.349 -6.292
H -1.601 1.635 -3.987
C -2.149 -2.392 -4.094
C -1.700 -2.732 -2.660
H -2.097 -3.720 -2.376
H -0.610 -2.762 -2.614
H -1.420 -2.760 -4.816
H -3.126 -2.832 -4.315
H -3.141 0.660 -3.269
H -4.272 -0.467 -4.043
H -3.858 -0.530 -1.368
H -0.770 -3.405 -0.374
H 0.440 -3.001 1.701
H 0.427 0.306 3.350
H 2.846 -1.130 5.259
H 1.191 -0.909 5.861
H 3.571 -0.568 3.139
H 5.173 0.581 1.702
H 5.360 3.046 1.761
H 3.921 4.342 3.284
H 2.316 4.461 5.021
H 1.002 3.317 4.710
H 2.124 3.011 6.024

[6]
Molecular formula: C23H28LaNO4S
Method: DFT, ωB97M-V with the def2-TZVPD basis set

Properties
Molar mass = 553.45 g mol⁻¹
Net charge = 0
Calculated total energy = -45680.984 eV
Lowest unoccupied orbital energy = 0.0 eV
HOMO-LUMO gap = 7.6 eV
HOMO level = -7.61 eV
2S+1 = 1

Positions of all 58 atoms, in Å:
C 2.278 -0.141 2.884
C 2.766 -0.690 1.644
C 2.680 0.327 0.633
H 3.084 -1.744 1.476
C 2.176 1.540 1.241
C 1.909 1.240 2.647
H 1.793 2.449 0.699
C -0.844 -1.739 2.837
C 0.217 -2.469 2.189
C -0.081 -2.569 0.790
H 1.146 -2.827 2.679
C -1.330 -1.905 0.571
C -1.826 -1.393 1.827
H 2.893 0.183 -0.453
H 1.368 1.905 3.362
H 2.134 -0.685 3.848
H -2.694 -0.696 1.949
H 0.582 -2.993 -0.003
H -0.854 -1.381 3.886
La 0.133 0.080 1.392
C -2.050 -1.699 -0.770
C -3.439 -2.321 -0.591
C -1.284 -2.391 -1.910
H -3.333 -3.308 -0.127
H -3.914 -2.431 -1.566
H -4.069 -1.693 0.050
H -1.349 -3.477 -1.772
H -0.225 -2.088 -1.934
H -1.757 -2.123 -2.862
C -2.240 -0.175 -1.104
C -0.964 0.527 -1.512
H -2.690 0.357 -0.233
H -2.948 -0.096 -1.945
O 0.127 0.414 -0.853
N -0.917 1.324 -2.569
C 0.131 2.353 -2.760
H -1.461 0.991 -3.360
C 1.510 1.813 -3.062
C 2.656 2.461 -2.583
H 2.561 3.349 -1.949
C 3.924 1.960 -2.901
H 4.815 2.469 -2.518
C 4.053 0.825 -3.713
H 5.045 0.438 -3.969
C 2.902 0.192 -4.206
H 2.983 -0.691 -4.844
C 1.634 0.693 -3.891
H 0.732 0.206 -4.278
H 0.157 3.017 -1.881
H -0.248 2.919 -3.612
C -3.037 0.833 4.438
S -1.449 1.616 3.888
O -1.508 2.996 4.240
O -0.377 0.699 4.427
O -1.316 1.508 2.333
H -2.859 0.057 5.213
H -3.674 0.370 3.654
H -3.652 1.613 4.930

[7]
Molecular formula: C23H28N2O4
Method: DFT, ωB97M-V with the def2-TZVPD basis set

Properties
Molar mass = 396.49 g mol⁻¹
Net charge = 0
Calculated total energy = -35475.688 eV
Lowest unoccupied orbital energy = 0.7 eV
HOMO-LUMO gap = 9.0 eV
SMILES = COc1ccc(CNC(=O)CN2CCC(C(=O)c3ccc(OC)cc3)CC2)cc1
HOMO level = -8.29 eV
2S+1 = 1

Positions of all 57 atoms, in Å:
C 2.529 1.281 7.027
H 2.740 2.240 6.543
O 3.517 0.324 6.730
C 3.713 -0.028 5.429
C 4.717 -0.969 5.199
C 4.995 -1.396 3.917
C 4.287 -0.892 2.833
C 3.287 0.041 3.068
C 2.995 0.474 4.349
H 2.213 1.203 4.490
H 2.728 0.436 2.231
C 4.545 -1.372 1.429
N 3.444 -2.190 0.949
C 2.503 -1.718 0.100
O 2.575 -0.622 -0.417
C 1.368 -2.721 -0.147
N 0.307 -2.291 -1.024
C -0.433 -1.143 -0.530
C -1.706 -0.965 -1.351
H -2.315 -1.867 -1.266
H -2.281 -0.122 -0.964
C -1.342 -0.751 -2.826
C -2.610 -0.601 -3.647
O -2.978 -1.464 -4.416
C -3.416 0.626 -3.436
C -2.944 1.781 -2.818
C -3.758 2.886 -2.653
C -5.076 2.862 -3.103
C -5.555 1.709 -3.734
C -4.737 0.619 -3.899
H -5.100 -0.273 -4.388
H -6.576 1.705 -4.084
O -5.958 3.884 -2.985
C -5.541 5.074 -2.358
H -6.406 5.734 -2.376
H -5.244 4.897 -1.319
H -4.715 5.545 -2.899
H -3.354 3.764 -2.174
H -1.926 1.844 -2.469
C -0.510 -1.943 -3.290
C 0.722 -2.094 -2.404
H 1.366 -1.208 -2.510
H 1.293 -2.973 -2.715
H -1.118 -2.846 -3.230
H -0.205 -1.807 -4.328
H -0.740 0.159 -2.917
H 0.166 -0.220 -0.578
H -0.694 -1.330 0.516
H 0.923 -2.972 0.824
H 1.805 -3.635 -0.564
H 3.288 -3.066 1.421
H 5.470 -1.953 1.382
H 4.611 -0.525 0.741
H 5.777 -2.124 3.757
H 5.265 -1.351 6.046
H 1.533 0.936 6.731
H 2.558 1.409 8.108